Record 1
DFT (the ωB97M-V functional and the def2-TZVPD basis) results for a 2-piece molecular cluster, CHClF2O2 overall.

Each line ends with the natural charge from an NBO analysis.
Atoms and positions in Å:
C: 2.5673 0.1850 0.0143  0.739
O: -0.2962 0.4307 0.2920  -0.425
O: 0.6777 0.5739 1.1954  -0.260
F: 3.4847 0.8172 0.6950  -0.290
F: 2.3837 0.6931 -1.1306  -0.277
Cl: 2.5849 -1.4941 0.0725  0.057
H: -0.8711 1.2011 0.0563  0.457

Atomic forces in eV per Å
-1.48 0.07 2.53
-1.50 -1.48 -1.30
1.47 0.81 -0.60
0.24 -0.03 0.11
-0.36 0.88 -1.76
0.19 -0.60 0.06
1.43 0.35 0.97

HOMO-LUMO gap (alpha / beta)	8.2 / 10.1	eV
highest occupied orbital energy (alpha / beta)	-8.7 / -10.1	eV
E_LUMO (alpha / beta)	-0.47 / 0.03	eV

=====

Record 2
DFT (the ωB97M-V functional and the def2-TZVPD basis) results for a 2-piece molecular cluster, C5H4O2 overall.

Each line ends with the natural charge from an NBO analysis.
Atoms and positions in Å:
C: 1.0763 0.3554 -0.0366  0.741
C: -1.4304 1.3909 0.0426  -0.272
C: -2.1148 0.5340 0.6223  -0.204
O: 2.0052 0.1105 0.9793  -0.691
C: 0.3892 -0.9897 -0.2625  -0.096
C: 0.2038 -2.1523 -0.5534  -0.193
O: 1.4946 1.0084 -0.9917  -0.526
H: 2.8853 0.3774 0.6756  0.501
H: -1.5438 2.1463 -0.7043  0.255
H: -3.0752 0.3892 1.0590  0.244
H: 0.1098 -3.1701 -0.8303  0.241

Atomic forces in eV per Å
5.02 -3.19 -2.97
-3.14 -2.17 1.37
1.34 3.38 -1.72
-1.66 0.29 0.67
-0.27 0.23 0.13
0.35 1.92 0.43
-2.46 0.05 1.78
-0.37 0.54 -0.14
1.22 0.19 -0.23
0.18 -1.06 0.68
-0.20 -0.17 -0.01

HOMO-LUMO gap	9.9	eV
highest occupied orbital energy	-10.2	eV
E_LUMO	-0.34	eV

=====

Record 3
DFT (the ωB97M-V functional and the def2-TZVPD basis) results for C2H5N3O3 as an isolated structure.

Each line ends with the natural charge from an NBO analysis.
Atoms and positions in Å:
C: 0.6007 0.6492 -0.9197  0.721
C: -1.2091 -0.2698 1.8572  0.660
H: -0.1218 -1.7952 -0.1164  0.409
H: 1.5183 -1.9371 -1.3364  0.323
H: 0.3900 -0.3478 -2.7708  0.417
H: 0.3437 1.3417 1.0481  0.406
H: -2.0787 -1.0784 1.7193  0.158
N: 0.2814 -1.8586 -1.3647  -0.673
N: 0.1843 -0.3851 -1.6886  -0.511
N: 0.6262 0.4099 0.5019  -0.347
O: 1.0394 1.6586 -1.4752  -0.610
O: -0.5498 -0.4413 0.5322  -0.443
O: -0.9951 0.5798 2.6545  -0.510

Atomic forces in eV per Å
2.45 1.43 -2.17
-1.60 -1.63 -2.85
2.06 -0.68 -5.06
-4.62 -0.24 0.39
-0.57 0.71 3.28
0.81 -2.38 -1.56
1.69 1.68 1.02
3.28 1.70 4.01
0.08 -2.56 -3.07
-1.71 2.03 -0.61
-0.74 -0.56 1.63
-1.31 1.51 5.85
0.19 -1.01 -0.86

HOMO-LUMO gap	9.8	eV
highest occupied orbital energy	-9.4	eV
E_LUMO	0.38	eV

=====

Record 4
DFT (the ωB97M-V functional and the def2-TZVPD basis) results for a 10-piece molecular cluster, C21H62O10 overall.

Each line ends with the Mulliken charge.
Atoms and positions in Å:
C: -21.2723 -9.0647 2.5458  -0.081
C: -22.0963 -10.1419 1.8446  -0.762
O: -23.2523 -9.5425 1.2309  -0.546
H: -20.3915 -9.5466 2.9830  0.130
H: -21.8906 -8.6937 3.3643  0.346
H: -20.9299 -8.3109 1.8451  -0.126
H: -22.4708 -10.9033 2.5353  0.332
H: -21.4691 -10.6299 1.0948  0.369
H: -23.9193 -9.5072 1.9222  0.305
C: -14.2904 -9.9023 5.2114  -1.142
C: -15.0647 -9.6646 6.4959  0.431
O: -14.6460 -10.5419 7.5231  -0.558
H: -14.5743 -9.1209 4.4987  0.254
H: -14.6606 -10.7845 4.6844  0.328
H: -13.2163 -9.9158 5.3607  0.341
H: -16.1522 -9.7107 6.3388  -0.086
H: -14.9358 -8.6108 6.7938  0.174
H: -15.2064 -10.4042 8.2900  0.297
C: -14.5050 -5.4041 3.3917  -0.458
C: -14.3936 -3.8784 3.3115  -0.292
O: -13.0294 -3.5227 3.6260  -0.540
H: -14.0149 -5.8541 4.2504  0.424
H: -14.0276 -5.8571 2.5135  0.329
H: -15.5298 -5.7389 3.1939  -0.235
H: -15.1044 -3.4574 4.0300  0.251
H: -14.5948 -3.4491 2.3345  0.213
H: -12.9253 -3.7926 4.5452  0.320
C: -17.9000 -6.7931 10.9693  -1.163
C: -17.4266 -6.9542 9.5243  -0.111
O: -18.1438 -7.9829 8.8269  -0.395
H: -17.7715 -7.6670 11.6115  0.332
H: -18.9472 -6.4932 10.9615  0.267
H: -17.3276 -5.9992 11.4559  0.365
H: -16.3460 -7.0765 9.4761  0.329
H: -17.8289 -6.0681 9.0309  0.172
H: -17.8634 -8.8459 9.1515  0.199
C: -23.5518 -4.5558 8.0136  -1.065
C: -23.1321 -6.0204 7.9664  -0.202
O: -22.7160 -6.3571 6.6436  -0.409
H: -22.6702 -3.9319 7.8167  0.252
H: -23.8282 -4.2327 9.0220  0.396
H: -24.3099 -4.3680 7.2595  0.258
H: -24.0330 -6.5665 8.2681  0.279
H: -22.3285 -6.2296 8.6765  0.252
H: -21.7480 -6.3792 6.6886  0.141
C: -18.2448 -7.4641 1.5615  -0.794
C: -18.5732 -7.8544 0.1289  -0.496
O: -17.5231 -8.7453 -0.2754  -0.555
H: -17.2735 -6.9934 1.6794  0.411
H: -18.3931 -8.3054 2.2409  0.451
H: -19.0208 -6.7991 1.9630  0.170
H: -18.5347 -7.0095 -0.5604  0.245
H: -19.5639 -8.3114 0.1110  0.346
H: -17.7841 -9.1826 -1.0925  0.300
C: -20.0126 -11.1484 5.4298  -0.484
C: -20.6010 -10.9808 6.8290  0.086
O: -21.9111 -11.5244 6.8772  -0.548
H: -19.5938 -12.1538 5.3800  0.420
H: -19.2900 -10.3608 5.2262  0.011
H: -20.8063 -11.0790 4.6855  -0.030
H: -20.6109 -9.9090 7.0573  -0.026
H: -19.9660 -11.5234 7.5359  0.297
H: -22.1042 -11.8403 7.7610  0.304
C: -22.1346 -4.4616 2.4213  -1.105
C: -22.7165 -5.7291 2.9567  1.252
O: -24.1286 -5.7345 2.7024  -0.634
H: -22.6266 -4.2118 1.4736  0.444
H: -21.0983 -4.5302 2.0838  0.026
H: -22.2860 -3.5992 3.0688  0.320
H: -22.6135 -5.7953 4.0449  -0.166
H: -22.2849 -6.6413 2.5427  -0.472
H: -24.4838 -6.6233 2.7437  0.301
C: -17.7535 -3.9933 0.1741  -0.892
C: -18.1879 -3.1605 1.3540  0.694
O: -18.2968 -1.8092 0.9611  -0.570
H: -18.5610 -4.0247 -0.5599  0.350
H: -17.5399 -5.0073 0.5130  0.079
H: -16.8532 -3.5794 -0.2771  0.378
H: -17.4606 -3.3631 2.1645  -0.087
H: -19.1060 -3.5286 1.8388  -0.225
H: -18.5732 -1.3002 1.7315  0.324
C: -17.8247 -6.9371 5.3944  -0.831
C: -19.0953 -6.2257 5.8491  0.621
C: -19.9327 -5.6372 4.7401  -0.649
O: -19.8974 -7.2319 6.5050  -0.240
H: -17.0299 -6.2723 5.0405  0.360
H: -17.9452 -7.7303 4.6457  0.014
H: -17.3396 -7.5681 6.1477  0.016
H: -18.8224 -5.4677 6.5904  0.080
H: -20.3569 -6.4573 4.1551  -0.356
H: -19.2711 -5.1314 4.0348  0.202
H: -20.7447 -5.0305 5.1303  0.646
H: -19.5071 -7.5382 7.3335  0.096

Atomic forces in eV per Å
-0.13 -1.33 0.40
-0.15 0.57 -0.03
0.35 -0.28 -0.11
0.00 0.18 0.05
0.29 0.51 -0.03
-0.27 0.22 0.05
0.44 -0.04 0.11
-0.41 0.01 -0.24
-0.10 0.06 -0.14
-1.15 0.01 -0.39
-0.26 0.99 -0.09
0.11 -0.20 -0.09
0.33 0.30 0.21
0.43 -0.38 0.37
0.04 -0.08 0.00
0.10 -0.47 -0.22
0.36 -0.12 0.15
0.02 -0.02 0.04
-0.33 -0.10 -2.15
0.78 -0.75 0.80
-0.79 0.19 0.15
-0.40 0.16 0.36
0.47 0.23 0.16
-0.13 0.05 0.84
0.14 0.34 0.00
-0.10 -0.25 -0.12
0.32 0.12 -0.06
0.24 0.06 0.11
-1.43 0.16 0.58
0.40 -0.35 0.10
-0.05 -0.19 -0.26
-0.03 -0.13 0.14
-0.03 0.09 -0.12
0.02 0.09 -0.36
0.90 0.23 -0.26
-0.12 0.05 0.01
1.30 0.32 0.38
-0.65 0.67 -0.11
0.04 -0.03 0.59
-0.15 -0.01 -0.40
-0.54 -0.26 -0.13
-0.16 0.14 0.14
0.34 -0.56 -0.29
-0.08 -0.04 0.10
-0.06 -0.43 -0.34
-1.26 0.23 0.30
1.05 0.00 0.37
-0.41 -0.34 -0.03
0.12 -0.16 -0.02
0.64 -0.32 -0.24
0.19 0.43 -0.35
-0.35 0.27 0.18
0.02 -0.16 -0.23
0.05 0.05 0.02
-0.57 -0.41 0.41
0.26 0.24 -0.22
-0.15 -0.09 -0.33
0.27 0.16 -0.39
0.24 -0.18 0.00
-0.03 0.07 0.06
-0.13 -0.10 0.28
0.09 0.27 0.13
0.03 0.07 0.10
-0.01 0.61 -1.32
-0.81 -0.80 0.89
-0.14 0.51 -0.39
-0.28 -0.09 0.16
0.18 -0.16 0.64
0.15 -0.10 0.16
0.28 0.03 -0.07
0.22 0.27 -0.26
0.18 -0.13 0.11
-0.53 -0.05 0.01
0.34 -0.79 0.91
0.05 0.03 0.35
0.19 -0.05 -0.16
-0.02 -0.01 -0.10
-0.03 0.06 -0.03
0.26 0.72 -0.18
-0.23 0.07 -0.62
0.02 0.05 -0.16
1.07 -0.56 -0.42
0.56 -1.42 0.70
0.53 -0.69 -0.29
-0.89 0.43 -0.12
-0.25 0.16 -0.10
-0.68 0.55 -0.44
-0.32 0.60 0.72
0.00 0.17 -0.09
-0.12 -0.07 0.18
-0.19 0.53 0.17
0.09 0.26 -0.17
0.45 0.16 -0.03

HOMO-LUMO gap	9.7	eV
highest occupied orbital energy	-9.7	eV
E_LUMO	-0.05	eV

=====

Record 5
DFT (the ωB97M-V functional and the def2-TZVPD basis) results for C5H8O2 as an isolated structure.

Each line ends with the natural charge from an NBO analysis.
Atoms and positions in Å:
C: -1.3644 1.1079 -0.3176  -0.600
C: -0.2141 0.1601 -0.1177  -0.204
C: 0.0902 -0.4534 1.2633  -0.070
O: 1.5043 -0.2663 1.0766  -0.502
C: 1.2496 0.4362 -0.1054  0.042
C: 0.2861 -0.6558 -1.2919  0.082
O: 0.4856 -1.9809 -1.0950  -0.674
H: -1.3818 1.8907 0.4476  0.208
H: -1.2981 1.5745 -1.3032  0.232
H: -2.3102 0.5577 -0.2723  0.217
H: -0.1572 -1.5027 1.4671  0.163
H: -0.2907 0.1619 2.0838  0.194
H: 1.7716 1.3786 -0.2756  0.218
H: 1.4410 -0.1255 -1.3374  0.237
H: 0.1879 -2.2829 -0.2222  0.458

Atomic forces in eV per Å
-0.03 0.04 -0.01
-0.12 0.09 -0.04
-0.37 -0.23 0.18
0.19 -0.06 0.02
0.14 0.37 0.13
-0.11 -0.01 -0.01
0.05 -0.14 0.06
0.00 -0.08 -0.06
-0.01 -0.04 0.12
0.06 0.08 -0.01
-0.05 0.08 0.00
0.10 -0.03 -0.10
-0.05 -0.15 -0.09
0.10 -0.01 -0.17
0.10 0.08 -0.03

HOMO-LUMO gap	8.9	eV
highest occupied orbital energy	-8.1	eV
E_LUMO	0.79	eV